ORCA calculation (wB97M-V/def2-TZVPD) on a molecular structure, C41H37BCl5N6PtSi at a distorted geometry.

Geometry (Å):
Pt (-0.403, 0.140, -0.080)
C (-3.226, 0.153, 4.716)
C (-1.966, 0.174, 3.914)
C (-0.675, 0.309, 4.359)
C (0.126, 0.216, 3.217)
N (-0.636, 0.082, 2.127)
N (-1.933, 0.030, 2.581)
B (-3.188, -0.229, 1.687)
N (-3.296, 1.012, 0.777)
N (-2.148, 1.378, 0.147)
C (-2.169, 2.722, -0.023)
C (-3.407, 3.203, 0.449)
C (-4.061, 2.107, 0.961)
C (-5.404, 2.035, 1.614)
C (-0.988, 3.374, -0.540)
C (-0.001, 2.482, -0.943)
C (1.470, 3.331, -2.703)
C (1.357, 4.646, -2.784)
C (0.318, 5.243, -1.843)
C (-0.687, 4.704, -0.999)
N (-3.001, -1.569, 0.934)
N (-1.870, -1.871, 0.276)
C (-2.020, -3.074, -0.246)
C (-3.285, -3.591, 0.097)
C (-3.878, -2.601, 0.851)
C (-5.229, -2.589, 1.490)
C (-0.990, -3.631, -1.137)
C (0.360, -3.384, -0.900)
C (1.319, -3.773, -1.822)
C (0.941, -4.438, -2.981)
C (-0.399, -4.730, -3.202)
C (-1.360, -4.322, -2.289)
C (1.588, 0.080, 3.339)
C (2.213, -1.071, 2.873)
C (3.541, -1.318, 3.180)
C (4.251, -0.423, 3.967)
C (3.639, 0.738, 4.420)
C (2.313, 0.990, 4.104)
H (-2.982, 0.274, 5.770)
H (-3.763, -0.787, 4.587)
H (-3.897, 0.961, 4.423)
H (-0.335, 0.412, 5.376)
H (-4.182, -0.293, 2.347)
H (-3.771, 4.215, 0.412)
H (-5.963, 2.946, 1.402)
H (-5.315, 1.934, 2.697)
H (-5.972, 1.181, 1.247)
H (1.153, 1.052, -1.098)
H (2.514, 1.781, -1.657)
H (1.878, 5.281, -3.486)
H (0.194, 6.320, -1.940)
H (-1.437, 5.457, -0.756)
H (-3.701, -4.552, -0.156)
H (-5.726, -3.538, 1.293)
H (-5.850, -1.786, 1.091)
H (-5.162, -2.452, 2.571)
H (0.652, -2.896, 0.019)
H (2.360, -3.536, -1.640)
H (1.688, -4.724, -3.712)
H (-0.697, -5.257, -4.100)
H (-2.410, -4.505, -2.484)
H (1.637, -1.786, 2.301)
H (4.020, -2.213, 2.805)
H (5.284, -0.626, 4.222)
H (4.197, 1.445, 5.021)
H (1.827, 1.889, 4.462)
C (5.173, 1.646, 0.073)
Si (4.422, 0.319, -1.013)
C (4.861, 0.844, -2.761)
C (5.462, -1.232, -0.709)
C (2.747, -0.141, -0.435)
C (1.538, -0.302, -0.251)
H (6.251, 1.676, -0.112)
H (5.018, 1.437, 1.126)
H (4.766, 2.639, -0.138)
H (5.901, 1.178, -2.748)
H (4.238, 1.673, -3.102)
H (4.756, 0.034, -3.485)
H (6.501, -1.075, -1.015)
H (5.073, -2.092, -1.260)
H (5.460, -1.487, 0.353)
Cl (-2.911, -1.110, -2.424)
C (-1.474, -0.492, -3.168)
C (-0.406, -0.034, -2.424)
C (0.496, 0.825, -3.096)
Cl (1.013, 2.067, -1.967)
C (0.648, 0.709, -4.460)
Cl (1.818, 1.653, -5.353)
C (-0.352, 0.082, -5.221)
Cl (-0.274, 0.060, -6.946)
C (-1.436, -0.481, -4.575)
Cl (-2.744, -1.127, -5.496)

Summary:
Energy (hartree): -4647.1573
Highest occupied orbital energy (eV): -3.12
Charge: -1
Frontier orbital gap (eV): 5.371
LUMO energy (Ha): 0.083

Formally, the Löwdin partial charges of the atoms, in units of the elementary charge, are as follows: Pt 1.11; C -0.02; C -0.27; C 0.02; C -0.23; N 0.03; N 0.05; B -0.50; N 0.03; N -0.04; C -0.23; C 0.03; C -0.28; C -0.02; C -0.21; C -0.32; C -0.39; C -0.12; C -0.11; C -0.09; N 0.02; N 0.02; C -0.32; C 0.01; C -0.28; C -0.03; C -0.18; C -0.05; C -0.08; C -0.10; C -0.09; C -0.05; C -0.17; C -0.04; C -0.08; C -0.10; C -0.09; C -0.04; H 0.08; H 0.08; H 0.07; H 0.11; H 0.11; H 0.10; H 0.08; H 0.07; H 0.08; H -0.09; H 0.07; H 0.08; H 0.06; H 0.09; H 0.11; H 0.08; H 0.08; H 0.07; H 0.09; H 0.10; H 0.09; H 0.10; H 0.11; H 0.11; H 0.10; H 0.10; H 0.10; H 0.11; C -0.19; Si 0.39; C -0.19; C -0.20; C -0.18; C -0.30; H 0.03; H 0.01; H 0.03; H 0.03; H 0.00; H 0.03; H 0.02; H 0.02; H 0.01; Cl 0.75; C -0.66; C -0.14; C -0.36; Cl 0.88; C -0.62; Cl 0.66; C -0.71; Cl 0.64; C -0.71; Cl 0.65

ORCA calculation (wB97M-V/def2-TZVPD) on a molecular structure, C41H37CeN11O4S4 at a distorted geometry.

Geometry (Å):
Ce (0.542, 0.422, -0.711)
C (4.664, -1.187, 1.111)
C (4.530, -1.218, 2.487)
C (3.421, -0.619, 3.065)
C (2.464, -0.032, 2.248)
N (2.565, -0.057, 0.914)
C (3.661, -0.582, 0.371)
C (1.283, 0.692, 2.787)
C (1.239, 1.083, 4.121)
C (0.146, 1.791, 4.581)
C (-0.883, 2.069, 3.702)
C (-0.783, 1.636, 2.385)
N (0.296, 0.983, 1.922)
C (-1.879, 1.896, 1.418)
C (-3.157, 2.255, 1.829)
C (-4.124, 2.519, 0.875)
C (-3.790, 2.418, -0.463)
C (-2.494, 2.057, -0.786)
N (-1.558, 1.786, 0.124)
H (5.514, -1.623, 0.607)
H (5.278, -1.690, 3.108)
H (3.307, -0.624, 4.138)
H (3.734, -0.532, -0.709)
H (2.068, 0.874, 4.779)
H (0.104, 2.136, 5.605)
H (-1.740, 2.637, 4.027)
H (-3.400, 2.315, 2.879)
H (-5.124, 2.800, 1.176)
H (-4.503, 2.619, -1.248)
H (-2.194, 1.981, -1.822)
N (1.675, 8.462, -0.708)
C (1.735, 7.137, -0.987)
C (2.288, 6.683, -2.195)
C (2.323, 5.339, -2.485)
C (1.805, 4.418, -1.571)
C (1.255, 4.851, -0.366)
C (1.220, 6.192, -0.078)
S (1.843, 2.764, -2.013)
O (2.183, 1.958, -0.767)
O (2.710, 2.538, -3.121)
N (0.336, 2.207, -2.203)
C (-0.023, 1.514, -3.379)
N (0.195, 1.999, -4.586)
C (-0.176, 1.199, -5.579)
C (-0.740, -0.059, -5.367)
C (-0.923, -0.461, -4.061)
N (-0.577, 0.349, -3.054)
H (2.174, 9.119, -1.282)
H (1.435, 8.776, 0.215)
H (2.696, 7.395, -2.898)
H (2.758, 4.996, -3.411)
H (0.869, 4.143, 0.356)
H (0.802, 6.534, 0.860)
H (-0.018, 1.575, -6.582)
H (-1.021, -0.695, -6.192)
H (-1.349, -1.418, -3.788)
O (3.146, -4.815, -0.366)
C (3.542, -4.234, -1.508)
C (4.563, -4.869, -2.219)
C (5.027, -4.330, -3.396)
C (4.489, -3.147, -3.906)
C (3.478, -2.520, -3.218)
C (2.986, -3.038, -2.008)
C (1.939, -2.301, -1.295)
O (1.545, -1.152, -1.845)
N (1.466, -2.721, -0.161)
N (0.484, -1.908, 0.398)
C (0.082, -2.378, 1.528)
S (0.859, -3.711, 2.336)
C (-0.337, -3.813, 3.692)
C (-0.881, -2.418, 3.947)
S (-1.319, -1.717, 2.335)
H (2.407, -4.292, 0.001)
H (4.965, -5.788, -1.818)
H (5.822, -4.834, -3.930)
H (4.863, -2.730, -4.829)
H (3.047, -1.605, -3.601)
H (0.182, -4.209, 4.563)
H (-1.138, -4.499, 3.416)
H (-0.139, -1.784, 4.433)
H (-1.782, -2.440, 4.557)
C (-5.427, -4.959, -0.133)
C (-5.005, -3.593, 0.281)
C (-5.568, -2.851, 1.282)
C (-5.037, -1.574, 1.540)
N (-4.028, -1.057, 0.854)
C (-3.474, -1.784, -0.124)
S (-2.224, -1.233, -1.125)
N (-3.969, -3.035, -0.382)
C (-5.588, -0.731, 2.642)
H (-6.333, -5.253, 0.390)
H (-4.644, -5.683, 0.096)
H (-5.617, -4.993, -1.206)
H (-6.403, -3.238, 1.845)
H (-3.516, -3.548, -1.129)
H (-6.556, -1.086, 2.989)
H (-5.673, 0.300, 2.309)
H (-4.895, -0.750, 3.485)

Summary:
ΔE to the lowest compared entry with this formula, charge and spin (eV): 0.000
Energy (hartree): -4555.4919
Highest occupied orbital energy (eV): -12.06
Charge: +2
Frontier orbital gap (eV): 5.794
LUMO energy (Ha): -0.230

Formally, the Löwdin partial charges of the atoms, in units of the elementary charge, are as follows: Ce 1.14; C 0.01; C -0.01; C 0.01; C -0.19; N 0.04; C -0.08; C -0.18; C 0.02; C 0.00; C 0.02; C -0.21; N 0.09; C -0.20; C 0.00; C -0.03; C -0.01; C -0.13; N 0.03; H 0.13; H 0.13; H 0.11; H 0.13; H 0.12; H 0.13; H 0.12; H 0.11; H 0.12; H 0.12; H 0.10; N 0.14; C -0.30; C 0.00; C -0.03; C -0.31; C -0.05; C -0.01; S 0.71; O -0.41; O -0.22; N -0.19; C -0.46; N 0.18; C -0.06; C 0.00; C -0.09; N 0.01; H 0.11; H 0.11; H 0.12; H 0.12; H 0.11; H 0.12; H 0.13; H 0.12; H 0.10; O 0.07; C -0.26; C 0.00; C -0.05; C -0.07; C -0.02; C -0.08; C -0.38; O -0.20; N 0.03; N -0.16; C -0.88; S 1.01; C -0.49; C -0.48; S 0.98; H 0.04; H 0.13; H 0.11; H 0.11; H 0.12; H 0.09; H 0.08; H 0.08; H 0.09; C 0.01; C -0.25; C 0.05; C -0.29; N 0.10; C -0.77; S 0.76; N 0.11; C 0.00; H 0.10; H 0.10; H 0.10; H 0.13; H 0.15; H 0.09; H 0.08; H 0.09

ORCA calculation (wB97M-V/def2-TZVPD) on 7 unconnected molecules or ions with the total composition C41H37F11N at a distorted geometry.

Geometry (Å):
N (0.460, -1.632, -0.302)
C (-0.396, -0.802, -1.254)
C (-1.969, -0.640, -0.746)
C (-3.043, -1.019, -1.942)
C (-4.404, -1.771, -1.417)
F (-5.035, -2.432, -2.618)
F (-4.156, -2.845, -0.422)
C (-5.551, -0.778, -0.796)
F (-6.398, -1.641, 0.110)
F (-5.036, 0.320, 0.055)
F (-6.464, -0.206, -1.842)
H (0.816, -2.453, -0.850)
H (0.127, 0.247, -1.365)
H (-0.336, -1.323, -2.315)
H (-2.098, 0.522, -0.505)
H (-2.142, -1.272, 0.250)
H (-2.485, -1.805, -2.647)
H (-3.273, -0.092, -2.650)
F (2.026, -4.373, -0.920)
C (3.222, -3.890, -0.558)
C (3.584, -3.894, 0.785)
C (4.831, -3.396, 1.162)
C (5.699, -2.889, 0.192)
C (5.324, -2.884, -1.153)
C (4.082, -3.392, -1.531)
H (2.893, -4.285, 1.525)
H (5.126, -3.403, 2.208)
H (6.670, -2.496, 0.486)
H (6.000, -2.485, -1.906)
H (3.778, -3.405, -2.572)
F (7.410, -0.052, 0.865)
C (6.530, 0.847, 1.324)
C (6.631, 1.296, 2.636)
C (5.718, 2.236, 3.113)
C (4.706, 2.710, 2.274)
C (4.610, 2.250, 0.960)
C (5.530, 1.318, 0.480)
H (7.418, 0.910, 3.276)
H (5.793, 2.599, 4.135)
H (3.991, 3.440, 2.647)
H (3.819, 2.617, 0.310)
H (5.475, 0.956, -0.541)
F (6.590, -5.580, 1.783)
C (7.010, -6.510, 0.915)
C (6.861, -6.288, -0.450)
C (7.303, -7.253, -1.355)
C (7.879, -8.436, -0.884)
C (8.020, -8.651, 0.488)
C (7.588, -7.681, 1.392)
H (6.403, -5.367, -0.797)
H (7.198, -7.086, -2.424)
H (8.219, -9.190, -1.590)
H (8.465, -9.574, 0.852)
H (7.698, -7.828, 2.461)
F (1.834, 4.262, 2.267)
C (2.083, 5.577, 2.316)
C (2.452, 6.159, 3.524)
C (2.716, 7.528, 3.574)
C (2.599, 8.302, 2.417)
C (2.223, 7.709, 1.211)
C (1.970, 6.339, 1.158)
H (2.530, 5.544, 4.414)
H (3.013, 7.991, 4.512)
H (2.801, 9.370, 2.458)
H (2.128, 8.314, 0.312)
H (1.685, 5.860, 0.227)
F (-13.499, -0.280, 0.116)
C (-12.191, -0.432, -0.134)
C (-11.261, 0.226, 0.662)
C (-9.900, 0.063, 0.406)
C (-9.484, -0.748, -0.653)
C (-10.425, -1.400, -1.451)
C (-11.786, -1.246, -1.186)
H (-11.603, 0.858, 1.475)
H (-9.164, 0.567, 1.028)
H (-8.422, -0.870, -0.856)
H (-10.100, -2.027, -2.277)
H (-12.531, -1.753, -1.791)
F (-2.924, 2.588, -2.763)
C (-3.805, 3.488, -2.305)
C (-3.704, 3.937, -0.992)
C (-4.617, 4.877, -0.516)
C (-5.629, 5.351, -1.355)
C (-5.725, 4.891, -2.669)
C (-4.805, 3.959, -3.148)
H (-2.916, 3.551, -0.353)
H (-4.542, 5.240, 0.506)
H (-6.343, 6.081, -0.981)
H (-6.515, 5.258, -3.319)
H (-4.859, 3.597, -4.170)

Summary:
Energy (hartree): -2737.6351
Highest occupied orbital energy (eV): -1.74
Charge: -1
Frontier orbital gap (eV): 3.958
LUMO energy (Ha): 0.082

Formally, the Löwdin partial charges of the atoms, in units of the elementary charge, are as follows: N -0.23; C -0.47; C -0.21; C -0.11; C -0.20; F -0.04; F 0.00; C -0.14; F -0.01; F 0.03; F 0.01; H -0.12; H 0.06; H 0.07; H 0.09; H 0.11; H 0.13; H 0.13; F 0.05; C -0.29; C 0.00; C -0.09; C -0.13; C -0.11; C -0.02; H 0.12; H 0.10; H 0.09; H 0.10; H 0.11; F 0.05; C -0.29; C -0.03; C -0.09; C -0.09; C -0.06; C -0.01; H 0.11; H 0.10; H 0.08; H 0.11; H 0.12; F 0.06; C -0.27; C 0.00; C -0.08; C -0.11; C -0.10; C -0.02; H 0.10; H 0.10; H 0.10; H 0.10; H 0.11; F 0.06; C -0.29; C -0.02; C -0.09; C -0.11; C -0.09; C -0.01; H 0.12; H 0.10; H 0.10; H 0.10; H 0.12; F 0.05; C -0.30; C -0.02; C -0.07; C -0.08; C -0.07; C -0.03; H 0.11; H 0.11; H 0.07; H 0.11; H 0.11; F 0.06; C -0.29; C -0.01; C -0.08; C -0.11; C -0.09; C -0.02; H 0.12; H 0.10; H 0.10; H 0.10; H 0.11